C18H26FN5S as an isolated structure. Source: the OMol25 dataset; level of theory: the ωB97M-V functional and the def2-TZVPD basis.

The geometry in ORCA input format:
```
! RIJCOSX wB97M-V def2-TZVPD def2/J DEFGRID3
* xyz 0 1
C -0.03 -0.99 -2.33
H -0.07 -2.03 -2.72
H -0.57 -0.27 -3.04
H 1.01 -0.74 -2.63
C -0.38 -1.02 -1.09
N -0.29 0.43 -0.45
C 0.84 1.01 0.03
N 0.69 2.41 0.05
N -0.66 2.64 -0.07
C -1.13 1.47 -0.39
C -2.68 1.52 -0.62
N -3.27 0.47 0.21
C -4.46 -0.20 0.17
C -5.27 0.21 -0.81
C -6.60 -0.38 -0.98
C -7.15 -1.02 0.40
C -6.28 -1.30 1.46
C -5.06 -0.71 1.49
H -4.30 -0.66 2.23
H -6.75 -1.58 2.40
F -8.40 -1.47 0.17
H -7.33 -0.16 -1.57
H -4.92 0.73 -1.67
H -2.86 0.55 1.42
H -2.76 1.09 -1.89
H -3.02 2.33 -0.60
S 2.47 0.12 -0.11
C 3.53 1.85 0.45
H 2.78 2.31 1.17
C 4.65 1.03 1.37
N 5.11 -0.01 0.57
C 5.67 -1.12 1.38
C 5.95 -2.37 0.78
C 6.81 -2.31 -0.47
C 6.19 -1.15 -1.32
C 6.03 0.37 -0.45
H 5.56 0.94 -1.29
H 6.96 0.58 0.14
H 6.86 -0.81 -2.15
H 5.14 -1.30 -1.61
H 7.03 -3.18 -0.86
H 7.68 -1.79 0.13
H 4.86 -2.82 0.45
H 6.31 -3.29 1.46
H 4.92 -1.20 2.28
H 6.83 -0.80 1.90
H 4.31 0.65 2.31
H 5.54 1.67 1.51
H 3.88 2.31 -0.50
H 0.15 -1.40 -0.29
H -1.41 -1.09 -0.77
*
```

Output
* HOMO energy: -7.490 eV
* LUMO energy: 0.495 eV
* total energy: -1472.83834 a.u.

Mulliken population analysis, charges in e, atoms 1 to 6: -0.824, 0.367, 0.285, 0.296, -1.040, 0.184

A 2-piece molecular cluster, C5H10O4 overall. Source: the OMol25 dataset; level of theory: the ωB97M-V functional and the def2-TZVPD basis.

The geometry in ORCA input format:
```
! RIJCOSX wB97M-V def2-TZVPD def2/J DEFGRID3
* xyz 0 1
C -0.62 0.01 -0.59
C 0.48 -0.47 2.54
C -0.33 1.36 -2.74
C 1.87 -0.95 2.32
C -0.95 0.17 -2.08
O -1.37 1.00 0.05
O -0.92 -1.27 -0.15
O 0.09 0.65 2.38
O -1.70 -0.61 -2.62
H -1.71 -1.56 -0.64
H -1.12 1.04 0.99
H 0.46 0.16 -0.41
H -0.23 -1.27 2.84
H 0.75 1.31 -2.67
H -0.66 2.25 -2.20
H -0.63 1.42 -3.78
H 2.19 -1.53 3.18
H 1.86 -1.61 1.44
H 2.55 -0.12 2.15
*
```

Output
* HOMO energy: -9.986 eV
* SMILES string: CC(=O)C(O)O.CC=O
* LUMO energy: 0.794 eV
* total energy: -497.46364 a.u.

Mulliken population analysis, charges in e, atoms 1 to 6: 0.047, 0.339, -1.250, -1.036, 0.857, -0.546

An isolated molecule of C3H6O2. Source: the OMol25 dataset; level of theory: the ωB97M-V functional and the def2-TZVPD basis.

The geometry in ORCA input format:
```
! RIJCOSX wB97M-V def2-TZVPD def2/J DEFGRID3
* xyz 0 1
O 0.87 1.34 -0.83
C 0.80 0.80 0.47
C -0.27 -0.34 0.60
C -1.14 -0.80 -0.47
O 0.14 -1.41 -0.26
H 1.04 0.58 -1.41
H 1.80 0.39 0.76
H 0.62 1.63 1.17
H -0.62 -0.52 1.63
H -1.31 -0.12 -1.30
H -1.93 -1.56 -0.36
*
```

Output
* HOMO energy: -10.239 eV
* SMILES string: OC[C@H]1CO1
* LUMO energy: 1.026 eV
* total energy: -268.31813 a.u.

Mulliken population analysis, charges in e, atoms 1 to 6: -0.541, -0.416, -0.004, -0.322, -0.419, 0.318

A 2-piece molecular cluster, CH2BrO2S overall. Source: the OMol25 dataset; level of theory: the ωB97M-V functional and the def2-TZVPD basis.

The geometry in ORCA input format:
```
! RIJCOSX wB97M-V def2-TZVPD def2/J DEFGRID3
* xyz -1 1
C 0.01 -0.61 0.19
O 1.51 1.49 -0.92
O -0.41 1.93 0.50
S 0.70 1.10 0.20
Br 1.17 -1.88 -0.38
H -0.08 -0.80 1.23
H -2.90 -1.24 -0.82
*
```

Output
* HOMO energy (alpha / beta): -2.840 / -3.642 eV
* LUMO energy (alpha / beta): 3.004 / 3.475 eV
* total energy: -3161.84930 a.u.

Mulliken population analysis, charges in e, atoms 1 to 6: -0.388, -0.539, -0.512, 0.486, -0.207, 0.182

A 5-piece molecular cluster, H10O5 overall. Source: the OMol25 dataset; level of theory: the ωB97M-V functional and the def2-TZVPD basis.

The geometry in ORCA input format:
```
! RIJCOSX wB97M-V def2-TZVPD def2/J DEFGRID3
* xyz 0 1
O 2.25 1.27 0.17
O 1.00 -0.55 1.86
O -0.37 -1.65 -0.26
O -2.71 -0.21 -0.39
O -0.33 0.99 -1.23
H 3.21 1.35 0.29
H 1.21 -1.50 1.87
H -0.54 -1.55 -1.20
H -2.01 0.15 -0.96
H 0.21 1.07 -2.02
H 2.01 0.81 1.00
H 0.26 -0.61 1.22
H -1.24 -1.44 0.14
H -3.18 0.53 0.00
H 0.22 1.34 -0.51
*
```

Output
* HOMO energy: -11.082 eV
* SMILES string: O.O.O.O.O
* LUMO energy: 0.652 eV
* total energy: -382.19765 a.u.

Mulliken population analysis, charges in e, atoms 1 to 6: -0.665, -0.694, -0.692, -0.674, -0.574, 0.286

An isolated ion of composition C11H23N2S and charge +1. Source: the OMol25 dataset; level of theory: the ωB97M-V functional and the def2-TZVPD basis.

The geometry in ORCA input format:
```
! RIJCOSX wB97M-V def2-TZVPD def2/J DEFGRID3
* xyz 1 1
C -0.51 2.16 0.38
C -0.68 1.08 -2.70
C 0.39 1.81 1.28
C 0.23 1.36 -1.74
C -0.65 -0.04 -3.68
C 1.21 -3.10 -0.18
C -2.05 -0.36 3.74
C 0.10 2.61 -0.90
C 1.36 0.52 -1.41
C 1.79 -1.78 -0.73
C -1.93 0.76 2.73
N 0.69 -0.44 2.16
N 0.92 -0.68 -0.62
S 0.05 0.94 2.77
H -1.53 2.19 0.46
H -1.48 1.66 -2.86
H 1.49 1.80 1.14
H -0.89 0.17 -4.76
H 0.40 -0.58 -3.63
H -1.36 -0.91 -3.56
H 1.08 -3.08 0.98
H 0.21 -3.17 -0.42
H 1.56 -4.07 -0.44
H -1.54 -1.29 3.33
H -1.81 0.03 4.63
H -3.17 -0.63 3.71
H -0.45 3.36 -1.24
H 1.18 3.06 -0.85
H 1.75 -0.02 -2.25
H 2.14 1.18 -1.03
H 1.85 -1.88 -1.89
H 2.70 -1.72 -0.20
H -2.24 1.70 2.98
H -2.32 0.39 1.68
H 0.54 -1.23 2.78
H 0.96 -0.77 1.18
H -0.01 -1.01 -0.85
*
```

Output
* HOMO energy: -12.094 eV
* LUMO energy: -3.038 eV
* total energy: -940.19746 a.u.

Mulliken population analysis, charges in e, atoms 1 to 6: 0.011, -0.448, -0.260, 0.701, -1.117, -1.330

Values for relative energy (zero: lowest compared OMol25 entry of this formula, charge and spin), kJ/mol, ordered as above
1280.0, 117.4, 228.7, 460.5, 69.6, 216.4